1.
Formula: C31H20N4Pt
Source: the OMol25 dataset
Level of theory: wB97M-V/def2-TZVPD

## Properties
Kohn-Sham gap (alpha / beta): 6.9 / 6.9 eV

Geometry as ORCA input:
```
! wB97M-V def2-TZVPD RIJCOSX def2/J DEFGRID3
* xyz 0 1
Pt -0.066 0.166 0.225
C 4.163 0.282 -0.358
C 4.662 0.223 0.938
C 3.788 0.082 2.002
C 2.415 0.005 1.770
C 1.896 0.116 0.472
C 2.794 0.240 -0.587
C 1.418 -0.200 2.824
C 1.756 -0.354 4.192
C 0.773 -0.510 5.114
C -0.581 -0.521 4.707
C -1.646 -0.661 5.625
C -2.938 -0.690 5.186
C -3.212 -0.587 3.808
C -2.201 -0.443 2.899
C -0.858 -0.400 3.328
N 0.156 -0.244 2.414
H 4.845 0.379 -1.193
H 5.727 0.281 1.116
H 4.183 0.034 3.009
H 2.420 0.323 -1.602
H 2.793 -0.344 4.489
H 1.012 -0.625 6.164
H -1.416 -0.743 6.680
H -3.752 -0.794 5.891
H -4.236 -0.626 3.461
H -2.411 -0.364 1.848
N -7.387 7.366 -0.181
C -6.574 6.555 -0.217
C -5.558 5.540 -0.256
C -5.122 4.955 0.931
C -4.140 3.982 0.893
C -3.587 3.589 -0.322
C -4.030 4.174 -1.503
C -5.014 5.147 -1.475
C -2.521 2.546 -0.347
C -2.964 1.216 -0.271
C -4.303 0.763 -0.228
C -4.258 -0.618 -0.279
C -2.896 -0.959 -0.343
N -2.119 0.126 -0.338
C -1.216 2.998 -0.456
C -0.804 4.361 -0.583
C 0.564 4.370 -0.596
C 0.969 3.018 -0.462
N -0.068 2.206 -0.391
H -5.552 5.269 1.872
H -3.793 3.522 1.809
H -3.599 3.861 -2.445
H -5.362 5.602 -2.392
H -5.180 1.390 -0.200
H -5.088 -1.305 -0.285
H -2.463 -1.946 -0.406
H -1.464 5.209 -0.657
H 1.217 5.222 -0.676
H 1.975 2.632 -0.412
*
```

=====

2.
Formula: C31H21AsN3S6SeTi
Source: the OMol25 dataset
Level of theory: wB97M-V/def2-TZVPD

## Properties
Kohn-Sham gap (alpha / beta): 4.7 / 5.1 eV

Geometry as ORCA input:
```
! wB97M-V def2-TZVPD RIJCOSX def2/J DEFGRID3
* xyz -2 2
Ti 1.363 -2.749 -0.475
S 6.200 -0.139 4.376
C 5.154 -0.973 3.366
S 5.553 -1.537 1.803
C 4.000 -2.191 1.330
C 3.022 -2.065 2.265
S 1.355 -2.538 2.091
S 3.529 -1.334 3.769
S 3.843 -2.902 -0.253
S 1.364 -2.111 -2.953
C -0.277 -2.185 -3.559
C -0.501 -2.366 -4.934
C -1.779 -2.427 -5.457
C -2.892 -2.313 -4.630
C -2.696 -2.126 -3.270
C -1.414 -2.055 -2.741
As -1.042 -1.735 -0.870
C -1.251 0.231 -0.842
C -1.523 0.891 0.355
C -1.535 2.276 0.423
C -1.267 3.029 -0.715
C -0.985 2.383 -1.910
C -0.976 0.994 -1.974
C -2.714 -2.187 0.030
C -2.749 -3.332 0.822
C -3.911 -3.672 1.502
C -5.043 -2.874 1.405
C -5.011 -1.728 0.623
C -3.850 -1.385 -0.058
H 0.360 -2.474 -5.583
H -1.910 -2.579 -6.524
H -3.894 -2.376 -5.038
H -3.551 -2.045 -2.609
H -1.722 0.313 1.254
H -1.746 2.769 1.365
H -1.275 4.112 -0.668
H -0.762 2.959 -2.801
H -0.740 0.499 -2.909
H -1.862 -3.958 0.874
H -3.925 -4.567 2.113
H -5.946 -3.142 1.941
H -5.888 -1.095 0.544
H -3.829 -0.479 -0.653
N 1.799 6.755 4.903
C 1.877 5.870 4.172
C 1.968 4.776 3.247
C 1.848 5.018 1.880
C 1.926 3.967 0.987
C 2.134 2.672 1.455
C 2.271 2.429 2.820
C 2.180 3.479 3.713
N 2.206 1.611 0.542
C 2.700 1.639 -0.754
C 2.521 0.391 -1.245
N 1.898 -0.402 -0.303
C 1.735 0.350 0.751
H 1.680 6.025 1.523
H 1.794 4.135 -0.072
H 2.483 1.428 3.173
H 2.296 3.294 4.772
H 3.164 2.517 -1.166
H 2.774 -0.008 -2.211
H 1.250 0.023 1.658
Se 0.219 -4.784 -0.670
*
```

=====

3.
Formula: C31H21CaN5O2S
Source: the OMol25 dataset
Level of theory: wB97M-V/def2-TZVPD

## Properties
Kohn-Sham gap: 6.1 eV

Geometry as ORCA input:
```
! wB97M-V def2-TZVPD RIJCOSX def2/J DEFGRID3
* xyz -2 1
Ca -0.663 -0.087 0.866
C 3.356 -1.996 2.643
C 2.367 -1.098 2.189
N 1.546 -1.376 1.212
C 1.639 -2.580 0.579
C 2.540 -3.569 1.016
C 3.420 -3.228 2.069
C 2.536 -4.860 0.420
C 1.632 -5.108 -0.570
C 0.765 -4.113 -1.063
C 0.760 -2.810 -0.564
N -0.012 -1.754 -0.948
C -0.555 -1.668 -2.188
C -0.203 -2.360 -3.352
C -0.825 -2.125 -4.593
C -1.819 -1.206 -4.753
C -2.195 -0.430 -3.623
C -3.171 0.588 -3.711
C -3.477 1.344 -2.620
C -2.795 1.079 -1.415
N -1.894 0.138 -1.300
C -1.579 -0.635 -2.374
H 4.011 -1.706 3.454
H 2.228 -0.136 2.671
H 4.134 -3.970 2.412
H 3.218 -5.619 0.785
H 1.574 -6.101 -1.005
H 0.050 -4.391 -1.820
H 0.613 -3.063 -3.325
H -0.490 -2.705 -5.448
H -2.300 -1.034 -5.709
H -3.659 0.760 -4.666
H -4.214 2.135 -2.659
H -2.995 1.657 -0.519
C -1.828 3.682 3.493
C -0.649 4.411 3.456
C 0.220 4.239 2.395
C -0.097 3.326 1.384
N -1.242 2.632 1.425
C -2.072 2.804 2.452
C 0.846 3.016 0.263
C 1.652 4.038 -0.248
C 2.539 3.763 -1.278
C 2.608 2.461 -1.770
C 1.797 1.467 -1.231
C 0.867 1.683 -0.191
H -2.509 3.738 4.331
H -0.389 5.077 4.271
H 1.173 4.751 2.365
H -2.946 2.160 2.452
H 1.570 5.050 0.142
H 3.159 4.550 -1.695
H 3.295 2.227 -2.580
H 1.892 0.462 -1.644
S -0.531 0.799 6.048
C -0.384 0.553 4.398
N -0.279 0.381 3.251
O -2.052 -2.029 1.441
C -3.068 -1.318 1.609
O -3.094 -0.064 1.505
H -4.021 -1.831 1.866
*
```

=====

4.
Formula: C31H21Cl84NO3PS
Source: the OMol25 dataset
Level of theory: wB97M-V/def2-TZVPD

## Properties
Kohn-Sham gap: 6.7 eV

Geometry as ORCA input:
```
! wB97M-V def2-TZVPD RIJCOSX def2/J DEFGRID3
* xyz 1 1
C 6.229 -0.239 0.537
C 6.299 -0.168 -1.118
O 5.221 -1.057 -1.645
C 6.090 1.406 -1.547
O 4.921 1.653 -2.407
P 3.568 2.292 -1.450
N 3.719 4.069 -1.528
C 4.414 4.439 -0.370
S 5.789 4.687 0.656
O 2.126 1.643 -2.179
C 0.914 2.372 -1.777
C 0.055 1.674 -0.563
C -1.049 2.832 -0.074
C -0.837 0.371 -1.005
C -0.063 -0.708 -1.966
C -1.191 -0.450 0.408
H 5.678 -1.250 0.821
H 5.649 0.680 0.984
H 7.353 -0.291 0.912
H 7.346 -0.590 -1.445
H 5.659 -1.977 -1.685
H 6.099 2.105 -0.604
H 7.052 1.698 -2.189
H 3.706 1.796 -0.100
H 0.150 2.504 -2.684
H 1.148 3.482 -1.419
H 0.741 1.329 0.334
H -0.524 3.792 0.350
H -1.871 2.379 0.637
H -1.627 3.177 -1.059
H -1.882 0.693 -1.466
H 1.061 -0.743 -1.598
H -0.041 -0.345 -3.102
H -0.533 -1.782 -1.975
H -1.457 0.305 1.282
H -0.197 -1.014 0.689
H -2.064 -1.246 0.237
C -3.764 -3.865 2.081
Cl -4.589 -2.288 1.996
Cl -4.977 -5.167 2.154
Cl -2.747 -4.081 0.634
Cl -2.742 -3.922 3.539
C -3.977 5.965 -1.561
Cl -2.244 6.258 -1.271
Cl -4.944 7.061 -0.543
Cl -4.351 6.265 -3.277
Cl -4.370 4.275 -1.154
C 1.423 -5.454 3.717
Cl 2.982 -6.203 3.291
Cl 1.686 -3.751 4.168
Cl 0.323 -5.535 2.318
Cl 0.701 -6.328 5.092
C 9.523 3.782 1.992
Cl 8.153 4.842 2.411
Cl 9.699 2.520 3.238
Cl 9.222 3.018 0.411
Cl 11.017 4.749 1.910
C -0.377 -8.965 0.540
Cl -1.203 -7.389 0.455
Cl -1.590 -10.268 0.613
Cl 0.640 -9.181 -0.907
Cl 0.645 -9.023 1.998
C -3.677 4.530 3.158
Cl -3.401 2.776 3.307
Cl -5.420 4.842 2.959
Cl -3.090 5.351 4.626
Cl -2.797 5.151 1.738
C -8.020 3.326 6.041
Cl -7.957 1.938 7.157
Cl -8.725 2.809 4.489
Cl -9.027 4.613 6.751
Cl -6.372 3.945 5.769
C -8.327 8.073 3.476
Cl -9.153 9.650 3.391
Cl -9.541 6.770 3.549
Cl -7.310 7.857 2.029
Cl -7.305 8.015 4.934
C -1.041 -3.069 -5.578
Cl -1.512 -3.737 -3.995
Cl -0.934 -1.294 -5.465
Cl 0.544 -3.731 -6.053
Cl -2.261 -3.514 -6.798
C 7.959 4.248 6.993
Cl 9.693 4.542 7.283
Cl 6.993 5.345 8.012
Cl 7.585 4.548 5.277
Cl 7.567 2.558 7.400
C -13.641 7.889 4.207
Cl -13.435 6.281 4.945
Cl -12.041 8.620 3.920
Cl -14.505 7.726 2.658
Cl -14.581 8.931 5.305
C -0.981 -11.910 -3.188
Cl -1.906 -10.392 -3.060
Cl 0.426 -11.660 -4.252
Cl -0.421 -12.402 -1.570
Cl -2.023 -13.184 -3.870
C 6.819 -4.459 -3.674
Cl 7.095 -6.213 -3.524
Cl 5.076 -4.147 -3.872
Cl 7.406 -3.638 -2.205
Cl 7.699 -3.838 -5.093
C 4.419 -7.462 -6.647
Cl 3.049 -6.403 -6.229
Cl 4.595 -8.724 -5.402
Cl 4.118 -8.226 -8.228
Cl 5.914 -6.496 -6.729
C -5.781 -5.637 6.006
Cl -6.253 -6.305 7.589
Cl -5.674 -3.862 6.119
Cl -4.197 -6.299 5.531
Cl -7.001 -6.082 4.786
C -0.381 0.077 4.729
Cl -1.306 1.594 4.856
Cl 1.026 0.326 3.664
Cl 0.179 -0.416 6.347
Cl -1.423 -1.198 4.047
C 3.219 4.002 -5.579
Cl 1.849 5.062 -5.161
Cl 3.395 2.740 -4.334
Cl 2.918 3.238 -7.160
Cl 4.714 4.969 -5.662
C 0.219 -9.761 -9.273
Cl 1.206 -11.212 -9.578
Cl 1.123 -8.637 -8.227
Cl -0.156 -8.961 -10.820
Cl -1.298 -10.233 -8.466
C 13.419 8.149 0.538
Cl 13.482 6.761 1.653
Cl 12.714 7.632 -1.015
Cl 12.412 9.436 1.248
Cl 15.067 8.768 0.265
C -4.581 -7.933 -9.251
Cl -5.471 -9.381 -9.784
Cl -4.072 -8.138 -7.556
Cl -3.144 -7.707 -10.279
Cl -5.637 -6.504 -9.385
C -9.981 10.569 7.096
Cl -11.506 9.799 6.589
Cl -10.287 11.631 8.493
Cl -8.804 9.311 7.552
Cl -9.327 11.534 5.748
*
```

=====

5.
Formula: C31H22BrCl2F5N6O3TeV
Source: the OMol25 dataset
Level of theory: wB97M-V/def2-TZVPD

## Properties
Kohn-Sham gap (alpha / beta): 4.9 / 4.8 eV

Geometry as ORCA input:
```
! wB97M-V def2-TZVPD RIJCOSX def2/J DEFGRID3
* xyz -2 4
V 0.752 0.147 -0.589
Cl 6.525 -1.624 1.957
C 5.025 -0.812 1.721
C 3.879 -1.540 1.513
C 2.657 -0.879 1.302
N 1.450 -1.436 1.139
C 1.091 -2.676 1.490
O 1.763 -3.537 2.070
C -0.366 -2.909 1.223
C -0.895 -4.200 1.261
C -2.251 -4.381 1.072
C -3.045 -3.258 0.851
C -2.426 -2.016 0.819
N -1.133 -1.833 1.002
C 2.634 0.564 1.292
C 3.812 1.272 1.560
C 4.991 0.587 1.757
Cl 6.443 1.466 2.031
N 1.433 1.108 0.996
C 1.018 2.309 1.464
O 1.645 3.068 2.219
C -0.370 2.587 1.072
C -0.910 3.850 1.314
C -2.236 4.096 1.042
C -2.999 3.021 0.563
C -2.382 1.807 0.342
N -1.086 1.561 0.536
H 3.907 -2.616 1.473
H -0.232 -5.030 1.458
H -2.695 -5.370 1.096
H -4.115 -3.345 0.722
H -3.009 -1.120 0.638
H 3.798 2.352 1.551
H -0.252 4.600 1.730
H -2.680 5.069 1.210
H -4.059 3.135 0.386
H -2.979 0.976 -0.012
Br -2.336 -0.177 -2.418
C -1.923 1.620 -2.960
C -2.902 2.157 -3.765
C -2.792 3.463 -4.236
C -1.697 4.198 -3.876
C -0.683 3.664 -3.055
C 0.422 4.474 -2.740
C 1.449 3.961 -1.999
C 1.377 2.655 -1.525
C 0.298 1.805 -1.742
C -0.755 2.311 -2.556
H -3.764 1.559 -4.024
H -3.572 3.870 -4.867
H -1.578 5.215 -4.229
H 0.463 5.484 -3.127
H 2.335 4.545 -1.797
H 2.255 2.296 -1.005
C -0.912 -3.702 -3.540
N 0.082 -3.495 -2.513
C 1.001 -4.565 -2.208
C 0.146 -2.355 -1.905
N -0.005 -1.339 -1.359
H -0.452 -4.146 -4.425
H -1.353 -2.746 -3.814
H -1.706 -4.366 -3.179
H 1.385 -4.998 -3.135
H 0.507 -5.348 -1.623
H 1.837 -4.160 -1.644
F 2.602 1.148 -3.624
Te 3.352 -0.441 -2.683
F 1.626 -1.163 -3.704
F 2.866 -2.279 -1.482
F 5.012 0.547 -3.803
F 4.458 0.602 -1.293
O 2.089 0.043 -1.431
*
```

=====

6.
Formula: C31H22ClN4O8OsS
Source: the OMol25 dataset
Level of theory: wB97M-V/def2-TZVPD

## Properties
Kohn-Sham gap (alpha / beta): 6.4 / 4.4 eV

Geometry as ORCA input:
```
! wB97M-V def2-TZVPD RIJCOSX def2/J DEFGRID3
* xyz 1 5
Os 0.670 0.733 -0.272
N 1.533 3.823 -0.331
C 1.571 3.313 0.951
C 1.730 4.201 2.012
C 1.861 3.705 3.290
C 1.852 2.327 3.496
C 1.660 1.509 2.417
N 1.510 1.986 1.157
C 1.739 3.210 -1.541
C 2.034 4.012 -2.647
C 2.381 3.423 -3.840
C 2.445 2.030 -3.919
C 2.087 1.296 -2.825
N 1.709 1.868 -1.652
H 1.459 4.826 -0.377
H 1.749 5.265 1.824
H 1.987 4.384 4.122
H 1.960 1.901 4.481
H 1.608 0.434 2.528
H 2.002 5.088 -2.541
H 2.615 4.039 -4.697
H 2.754 1.534 -4.826
H 2.081 0.215 -2.849
O 4.830 -3.102 2.013
C 3.647 -3.276 2.595
C 3.544 -4.172 3.666
C 2.341 -4.350 4.314
C 1.200 -3.659 3.909
C 1.277 -2.788 2.842
C 2.489 -2.579 2.183
C 2.579 -1.591 1.058
O 3.663 -1.318 0.530
O 1.457 -1.037 0.733
H 4.719 -2.410 1.325
H 4.433 -4.712 3.964
H 2.286 -5.032 5.153
H 0.259 -3.816 4.418
H 0.400 -2.262 2.488
O -1.716 -1.786 0.757
C -1.943 -0.612 0.873
N -0.968 0.383 0.947
S -1.636 1.894 1.154
O -1.149 2.705 0.048
O -1.296 2.405 2.451
C -3.317 1.370 1.080
C -4.480 2.104 1.163
C -5.677 1.401 1.110
C -5.685 0.017 0.971
C -4.501 -0.706 0.898
C -3.308 -0.012 0.968
H -4.455 3.180 1.267
H -6.614 1.936 1.183
H -6.629 -0.507 0.919
H -4.502 -1.781 0.783
Cl -2.446 -4.856 -6.000
C -2.114 -3.597 -4.873
C -0.953 -3.644 -4.111
C -0.679 -2.609 -3.238
C -1.564 -1.538 -3.116
C -2.742 -1.521 -3.857
C -3.016 -2.547 -4.740
C -1.257 -0.412 -2.202
O -2.075 0.433 -1.899
O 0.010 -0.369 -1.788
H -0.279 -4.484 -4.201
H 0.215 -2.621 -2.632
H -3.427 -0.693 -3.737
H -3.921 -2.551 -5.330
*
```

=====

| no. | E (eV) |
| --- | --- |
| 1 | -41678.33260 |
| 2 | -251275.42231 |
| 3 | -73313.53281 |
| 4 | -1112106.57214 |
| 5 | -189244.08917 |
| 6 | -80663.64462 |